No. 1
{"formula": "C2H4FNOS", "method": "ωB97M-V/def2-TZVPD", "elements": ["C", "C", "N", "O", "F", "S", "H", "H", "H", "H"], "positions_angstrom": [[-1.164, 1.367, -0.626], [0.163, -0.574, -0.068], [-0.112, 0.768, -0.422], [-4.406, 0.523, -0.109], [-2.769, -1.398, -0.294], [-3.224, 0.070, 0.525], [-1.268, 2.400, -0.785], [0.771, -0.611, 0.979], [-0.691, -1.301, 0.020], [0.688, -0.988, -0.922]], "multiplicity": 1, "e_homo_ev": [-8.07, -8.56], "orbital_gap_ev": [7.26, 8.19], "e_above_lowest_kcal_mol": 79.1, "e_tot_ha": -706.51340}

---

No. 2
{"formula": "C2H5ClN2S", "method": "ωB97M-V/def2-TZVPD", "elements": ["C", "C", "N", "N", "S", "Cl", "H", "H", "H", "H", "H"], "positions_angstrom": [[-0.471, 0.902, -0.885], [0.012, -0.535, -1.138], [0.192, 1.881, -0.363], [0.291, -1.115, 1.834], [0.416, -1.717, 0.450], [-1.209, -0.153, 2.387], [-1.370, 1.231, -1.431], [1.134, -0.505, 2.334], [-0.785, -1.224, -1.280], [0.666, -0.386, -2.014], [1.123, 1.620, 0.106]], "multiplicity": 1, "e_homo_ev": -9.32, "orbital_gap_ev": 9.01, "e_above_lowest_kcal_mol": 80.4, "e_tot_ha": -1046.95211}

---

No. 3
{"formula": "C22H33As2NO3V", "method": "ωB97M-V/def2-TZVPD", "elements": ["C", "C", "H", "H", "C", "C", "H", "H", "C", "H", "H", "H", "C", "H", "H", "H", "V", "O", "C", "O", "C", "O", "N", "C", "C", "H", "H", "H", "H", "C", "C", "H", "H", "H", "C", "As", "C", "C", "C", "C", "C", "C", "C", "As", "C", "C", "H", "H", "H", "H", "H", "H", "H", "H", "H", "H", "H", "H", "H", "H", "H", "H"], "positions_angstrom": [[-3.636, -2.437, -4.088], [-4.247, -3.637, -3.814], [-4.077, -1.788, -4.848], [-2.610, -2.219, -3.765], [-3.906, -4.367, -2.610], [-3.194, -3.762, -1.623], [-2.850, -2.755, -1.747], [-2.994, -4.303, -0.695], [-5.235, -4.248, -4.776], [-5.529, -3.513, -5.522], [-6.140, -4.594, -4.262], [-4.801, -5.113, -5.295], [-4.368, -5.800, -2.425], [-4.035, -6.457, -3.244], [-5.463, -5.875, -2.363], [-3.953, -6.181, -1.485], [1.085, 1.342, -0.121], [-0.613, 0.413, -0.757], [-1.586, -0.133, -0.162], [0.326, 0.951, 1.801], [-0.786, 0.475, 2.116], [-1.229, 0.465, 3.362], [-1.694, -0.093, 1.248], [-2.565, -0.154, 3.383], [-2.863, -0.592, 1.987], [-3.285, 0.591, 3.733], [-2.523, -0.995, 4.078], [-3.781, -0.150, 1.598], [-2.939, -1.681, 1.921], [-2.666, -0.799, -0.824], [-2.964, -0.627, -2.146], [-3.261, -1.459, -0.188], [-2.228, -0.164, -2.805], [-3.963, -0.846, -2.522], [3.258, -0.721, 2.341], [3.174, 0.648, 0.959], [4.848, 0.312, 0.011], [3.882, 2.157, 2.033], [4.971, 1.976, 2.882], [5.451, 3.061, 3.635], [4.845, 4.314, 3.517], [3.726, 4.482, 2.684], [3.288, 3.421, 1.894], [1.797, 3.654, 0.578], [2.174, 5.561, 0.150], [2.649, 2.958, -1.070], [3.194, -1.680, 1.816], [2.384, -0.570, 2.983], [4.190, -0.624, 2.905], [5.074, 1.178, -0.615], [5.640, 0.142, 0.746], [4.679, -0.573, -0.609], [5.453, 1.001, 2.972], [6.304, 2.918, 4.301], [5.230, 5.167, 4.080], [3.218, 5.445, 2.643], [3.219, 5.681, -0.160], [1.491, 5.852, -0.655], [1.972, 6.159, 1.047], [3.735, 3.041, -0.958], [2.400, 1.909, -1.375], [2.329, 3.636, -1.873]], "multiplicity": 4, "e_homo_ev": [-12.60, -12.60], "total_charge": 2, "orbital_gap_ev": [5.67, 5.74], "e_tot_ha": -6553.48876}

---

No. 4
{"formula": "H14O7", "method": "ωB97M-V/def2-TZVPD", "elements": ["O", "H", "H", "O", "H", "H", "O", "H", "H", "O", "H", "H", "O", "H", "H", "O", "H", "H", "O", "H", "H"], "positions_angstrom": [[-0.600, 0.242, 0.184], [-0.638, -0.698, 0.444], [0.091, 0.290, -0.481], [2.502, 0.478, -0.108], [2.812, -0.391, -0.395], [3.219, 0.822, 0.440], [-1.976, 1.995, 1.992], [-1.481, 1.280, 1.551], [-2.533, 2.359, 1.298], [0.003, -2.447, 1.084], [0.400, -3.056, 0.446], [0.733, -2.158, 1.648], [-1.501, 1.677, -3.025], [-1.086, 2.520, -2.804], [-0.766, 1.095, -3.240], [-2.528, -3.776, 1.740], [-1.671, -3.371, 1.524], [-2.314, -4.538, 2.287], [2.217, 2.769, -1.771], [2.345, 1.810, -1.754], [2.773, 3.097, -1.059]], "multiplicity": 1, "e_homo_ev": -10.32, "orbital_gap_ev": 9.83, "e_above_lowest_kcal_mol": 42.7, "e_tot_ha": -535.05574}

---

Number 1 is which compound? C2H4FNOS